1.
Entry from the OMol25 dataset: C36H32NO5P2PdS3 as an isolated structure (ωB97M-V with the def2-TZVPD basis set).

## Properties
charge: -1
energy above the lowest of the compared OMol25 structures with the same formula, charge and spin: 61.6 kcal/mol
HOMO energy (alpha / beta): -4.7 / -4.7 eV
Kohn-Sham gap (alpha / beta): 6.023 / 6.029 eV

Geometry (Å):
Pd1 -0.450 0.170 0.435
S1 -2.424 1.808 -0.404
S2 3.034 -0.256 -0.132
S3 1.345 -2.726 -0.285
P1 2.141 1.490 -0.185
P2 -0.626 2.663 -0.398
O1 -7.448 -5.018 -1.164
O2 -2.112 -0.981 1.652
O3 -7.219 -5.700 0.879
O4 -1.904 -1.228 -0.534
O5 0.555 -2.053 0.769
N1 -6.887 -4.985 -0.068
C1 -5.807 -4.088 0.112
C2 -4.305 -2.459 -0.782
C3 -5.177 -4.003 1.356
C4 3.359 4.123 -3.071
C5 2.662 3.168 4.064
C6 4.686 3.773 -3.245
C7 -0.898 3.568 3.559
C8 -0.803 3.653 -2.935
C9 0.536 1.450 -0.882
C10 -0.506 -4.378 -1.360
C11 4.515 2.230 -1.421
C12 -1.104 4.569 -3.925
C13 1.660 1.627 2.531
C14 1.342 -4.536 0.196
C15 -1.455 5.867 -3.582
C16 -1.024 2.952 2.328
C17 3.173 2.556 -1.266
C18 3.379 3.743 3.029
C19 -1.246 5.316 -1.254
C20 -0.127 4.715 3.682
C21 0.174 -3.060 -1.674
C22 3.237 3.268 1.739
C23 -2.484 -1.457 0.560
C24 2.362 2.220 1.488
C25 0.518 5.249 2.578
C26 -0.858 4.028 -1.595
C27 -5.377 -3.301 -0.958
C28 -0.407 3.509 1.211
C29 -1.526 6.235 -2.249
C30 -4.120 -3.134 1.528
C31 2.603 3.520 -2.083
C32 5.269 2.837 -2.406
C33 1.811 2.102 3.819
C34 0.606 -5.307 -0.886
C35 0.378 4.650 1.339
C36 -3.668 -2.370 0.457
H1 0.764 -3.118 -2.586
H2 3.796 3.714 0.926
H3 0.887 5.049 0.469
H4 4.045 4.568 3.234
H5 4.948 1.475 -0.779
H6 6.303 2.552 -2.538
H7 1.562 3.784 -1.952
H8 -3.931 -1.853 -1.594
H9 2.894 4.847 -3.723
H10 -1.076 4.273 -4.965
H11 2.759 3.556 5.068
H12 -3.618 -3.046 2.480
H13 -1.039 -4.782 -2.222
H14 1.138 6.132 2.686
H15 2.379 -4.840 0.315
H16 -0.522 2.634 -3.178
H17 -1.226 -4.230 -0.554
H18 -5.902 -3.364 -1.898
H19 1.276 -5.536 -1.718
H20 -5.545 -4.616 2.165
H21 0.212 -6.253 -0.508
H22 0.004 5.174 4.653
H23 -1.388 3.153 4.428
H24 0.980 0.784 2.301
H25 -0.504 -2.208 -1.714
H26 -1.688 6.589 -4.354
H27 0.834 -4.580 1.156
H28 5.266 4.223 -4.037
H29 -1.335 5.598 -0.215
H30 1.260 1.655 4.633
H31 -1.812 7.241 -1.976
H32 -1.594 2.023 2.220

2.
Entry from the OMol25 dataset: C36H33AuN4O5STe as an isolated structure (ωB97M-V with the def2-TZVPD basis set).

## Properties
charge: +1
⟨S²⟩: 0.7631
energy above the lowest of the compared OMol25 structures with the same formula, charge and spin: 0.0 kcal/mol
HOMO energy (alpha / beta): -10.6 / -10.6 eV
multiplicity: 2
Kohn-Sham gap (alpha / beta): 7.174 / 6.034 eV

Geometry (Å):
Au1 -0.268 -1.637 1.080
Te1 -0.463 0.856 1.600
S1 -0.939 -8.740 -0.587
O1 -0.119 4.728 -1.653
O2 1.568 -0.808 -1.211
O3 -1.799 3.953 -0.545
O4 0.194 2.339 -4.217
O5 -0.936 -1.776 -3.174
N1 1.245 -7.876 -1.787
N2 0.281 0.250 -3.486
N3 -0.130 -3.622 0.425
N4 -0.886 3.824 -1.347
C1 -0.841 0.743 -5.642
C2 -3.275 -0.180 4.764
C3 -1.541 -0.914 -7.225
C4 -1.701 0.184 -2.048
C5 -1.317 3.424 3.419
C6 5.014 2.648 4.409
C7 2.009 2.533 2.067
C8 -0.850 -0.587 -6.074
C9 -1.981 2.156 3.880
C10 0.570 2.394 -2.751
C11 -0.875 -0.622 -2.873
C12 -0.420 -4.659 1.226
C13 3.093 1.048 4.155
C14 -1.512 1.741 -6.360
C15 -3.507 1.034 5.394
C16 0.196 -7.636 -0.985
C17 -0.122 1.108 -4.453
C18 -1.585 1.530 -1.701
C19 3.747 2.203 3.736
C20 1.285 -0.653 4.088
C21 0.409 -5.147 -1.316
C22 -2.867 2.181 4.954
C23 3.193 2.924 2.691
C24 1.374 1.371 2.521
C25 -2.213 0.075 -7.934
C26 0.106 -6.226 -0.495
C27 -0.657 2.533 -1.942
C28 1.914 0.610 3.570
C29 -2.388 -0.236 3.701
C30 1.007 0.991 -2.563
C31 -2.200 1.399 -7.505
C32 1.633 0.394 -1.434
C33 -1.745 0.920 3.272
C34 0.273 -3.861 -0.829
C35 -0.325 -5.966 0.802
C36 1.484 3.424 0.970
H1 -0.742 -4.420 2.229
H2 3.515 0.469 4.969
H3 -1.554 -1.937 -7.574
H4 0.712 -5.280 -2.346
H5 -2.192 -1.181 3.208
H6 1.359 -8.807 -2.156
H7 3.688 3.824 2.344
H8 5.452 3.507 3.904
H9 -3.062 3.126 5.446
H10 2.307 3.934 0.471
H11 -1.494 2.763 -6.007
H12 4.820 2.927 5.446
H13 -2.396 1.889 -1.076
H14 -1.462 3.585 2.347
H15 1.279 3.204 -2.632
H16 0.916 2.885 0.214
H17 -0.589 -6.781 1.460
H18 5.751 1.844 4.420
H19 -1.730 4.285 3.940
H20 -2.531 -0.365 -1.623
H21 1.989 -7.213 -1.917
H22 -0.316 -1.343 -5.515
H23 -2.752 -0.188 -8.834
H24 0.253 -0.492 4.402
H25 -3.777 -1.078 5.097
H26 0.821 4.196 1.370
H27 0.473 -3.001 -1.454
H28 2.167 1.087 -0.763
H29 -2.729 2.157 -8.066
H30 1.281 -1.435 3.324
H31 -0.242 3.399 3.613
H32 1.844 -1.026 4.944
H33 -4.194 1.089 6.229

3.
Entry from the OMol25 dataset: C36H33BF4N7P2S4SbSe2W as an isolated structure (ωB97M-V with the def2-TZVPD basis set).

## Properties
charge: -1
⟨S²⟩: 0.7634
energy above the lowest of the compared OMol25 structures with the same formula, charge and spin: 0.6 kcal/mol
HOMO energy (alpha / beta): -4.2 / -4.7 eV
multiplicity: 2
Kohn-Sham gap (alpha / beta): 5.637 / 5.974 eV

Geometry (Å):
W1 1.062 2.377 -1.720
Sb1 3.235 4.883 -3.057
Se1 -1.336 -4.011 1.268
Se2 2.657 0.020 -1.633
S1 0.871 4.065 -3.225
S2 3.321 2.920 -1.473
S3 1.109 3.745 0.268
S4 3.155 6.709 -1.739
P1 -1.011 -2.169 2.250
P2 1.303 -1.413 -0.787
F1 2.568 1.642 -4.290
F2 2.512 0.151 -6.026
F3 3.370 2.277 -6.356
F4 1.108 1.963 -6.040
N1 -1.433 4.048 -0.591
N2 -0.220 1.139 -3.054
N3 -0.845 5.284 1.205
N4 -0.001 0.856 -0.110
N5 -1.379 0.416 1.503
N6 -1.055 3.039 -1.413
N7 -0.933 1.343 0.699
C1 2.188 -2.566 0.282
C2 -2.289 -0.647 4.228
C3 -0.981 -3.891 -3.883
C4 1.098 -0.979 3.661
C5 -1.688 -3.256 -2.875
C6 -3.416 2.872 -2.056
C7 -4.554 -1.007 4.944
C8 0.221 0.219 -3.918
C9 -1.541 1.446 -3.052
C10 -0.613 -0.423 -4.819
C11 2.505 -2.155 5.213
C12 2.738 -4.785 1.016
C13 -0.503 4.375 0.269
C14 0.808 -3.348 3.994
C15 2.005 -3.940 0.195
C16 0.403 -3.768 -3.954
C17 1.076 -3.012 -3.011
C18 0.424 -2.164 3.371
C19 3.105 -2.037 1.190
C20 -0.737 -0.738 1.209
C21 0.367 -2.390 -1.983
C22 -4.678 -2.047 4.039
C23 3.646 -4.257 1.921
C24 0.100 6.046 2.005
C25 0.696 7.229 1.257
C26 -2.410 -1.695 3.318
C27 -1.016 -2.504 -1.920
C28 0.151 -0.461 0.181
C29 -3.606 -2.393 3.226
C30 -1.976 2.489 -2.127
C31 -3.357 -0.307 5.038
C32 -1.958 -0.132 -4.804
C33 -2.429 0.809 -3.901
C34 2.135 -0.977 4.582
C35 3.828 -2.883 2.011
C36 1.844 -3.340 4.914
B1 2.402 1.527 -5.711
H1 3.253 -0.963 1.234
H2 -1.507 -4.476 -4.627
H3 -0.171 -1.120 -5.515
H4 -0.431 6.372 2.902
H5 -5.608 -2.596 3.963
H6 1.388 7.775 1.901
H7 -2.640 -0.617 -5.490
H8 -3.259 0.511 5.740
H9 -5.389 -0.738 5.579
H10 4.534 -2.473 2.720
H11 1.283 -4.350 -0.497
H12 0.887 5.367 2.335
H13 2.144 -4.263 5.395
H14 0.819 -0.060 3.159
H15 -1.758 5.686 1.052
H16 4.214 -4.918 2.564
H17 0.298 -4.269 3.739
H18 -3.685 -3.211 2.522
H19 -0.089 7.919 0.938
H20 1.246 6.896 0.375
H21 -3.761 3.229 -3.029
H22 2.589 -5.855 0.952
H23 2.150 -2.881 -3.083
H24 3.316 -2.154 5.930
H25 -1.366 -0.087 4.298
H26 -2.765 -3.346 -2.823
H27 -3.553 3.654 -1.319
H28 -1.569 -2.017 -1.128
H29 1.277 0.013 -3.914
H30 0.953 -4.245 -4.754
H31 -3.476 1.069 -3.869
H32 2.657 -0.053 4.798
H33 -4.020 2.005 -1.779